[1]
Computed, not measured: a cluster of 7 separate species, C18H29Cl19O3P in total at a distorted geometry, with ωB97M-V/def2-TZVPD.

Last column: natural (NBO) charge in e.
Cartesian coordinates (Å):
C1 -1.599 0.956 0.831  -0.371
C2 -1.378 1.409 -0.505  -0.248
C3 -2.059 0.586 -1.669  -0.770
P1 -0.884 -0.136 -2.941  1.516
C4 -0.912 0.943 -4.489  -0.745
C5 0.435 1.755 -4.776  -0.422
C6 0.149 3.317 -4.571  -0.378
Cl1 -0.768 3.726 -3.045  -0.072
C7 -1.677 -1.790 -3.482  -0.702
C8 -3.247 -1.462 -3.689  -0.412
C9 -3.911 -2.242 -4.913  -0.429
C10 -5.348 -1.536 -5.170  -0.062
O1 -6.006 -1.233 -3.901  -0.725
C11 0.821 -0.586 -2.309  -0.856
C12 1.631 0.563 -1.599  0.809
O2 1.485 1.780 -1.729  -0.574
O3 2.647 0.132 -0.708  -0.700
H1 -0.718 0.943 1.539  0.233
H2 -2.661 0.679 1.102  0.218
H3 -0.765 2.349 -0.622  0.259
H4 -2.615 -0.301 -1.199  0.273
H5 -2.862 1.165 -2.243  0.270
H6 -1.835 1.621 -4.501  0.287
H7 -1.063 0.240 -5.385  0.267
H8 1.353 1.374 -4.236  0.227
H9 0.661 1.634 -5.894  0.240
H10 1.081 3.949 -4.670  0.255
H11 -0.533 3.620 -5.442  0.222
H12 -1.178 -2.227 -4.399  0.264
H13 -1.617 -2.540 -2.616  0.263
H14 -3.355 -0.343 -3.932  0.185
H15 -3.765 -1.618 -2.697  0.241
H16 -4.006 -3.358 -4.748  0.232
H17 -3.249 -2.020 -5.824  0.206
H18 -6.003 -2.184 -5.829  0.211
H19 -5.164 -0.511 -5.653  0.164
H20 -5.771 -0.331 -3.618  0.467
H21 0.788 -1.486 -1.601  0.311
H22 1.445 -0.931 -3.206  0.304
H23 3.106 0.920 -0.346  0.518
C13 1.567 -1.183 2.663  -0.293
Cl2 1.158 0.418 3.299  0.022
Cl3 2.933 -1.874 3.545  0.036
Cl4 0.164 -2.260 2.746  0.006
H24 1.852 -1.074 1.619  0.224
C14 0.028 3.331 5.879  -0.281
Cl5 1.789 3.218 5.999  0.026
Cl6 -0.530 2.714 4.316  0.002
Cl7 -0.741 2.444 7.199  0.034
H25 -0.254 4.378 5.955  0.235
C15 5.740 -4.327 2.185  -0.283
Cl8 5.764 -3.555 3.776  0.022
Cl9 6.934 -5.628 2.106  0.032
Cl10 4.123 -4.945 1.816  0.010
H26 5.999 -3.580 1.439  0.225
C16 0.363 -4.054 5.998  -0.283
Cl11 0.383 -3.309 7.602  0.019
Cl12 1.576 -5.337 5.891  0.020
Cl13 -1.246 -4.687 5.623  0.011
H27 0.609 -3.291 5.264  0.226
C17 0.778 -0.717 10.685  -0.284
Cl14 2.437 -1.311 10.529  0.021
Cl15 0.665 0.482 11.980  0.024
Cl16 0.217 -0.033 9.152  0.010
H28 0.136 -1.557 10.939  0.230
C18 3.353 5.674 -2.646  -0.285
Cl17 2.685 5.944 -4.264  0.007
Cl18 5.120 5.689 -2.693  0.030
Cl19 2.750 6.891 -1.514  0.033
H29 3.028 4.695 -2.301  0.225

The value obtained for the calculated total energy is -10013.59138 Eh. The molar mass comes out at 998.0 g/mol. The total charge is +1.

[2]
Computed, not measured: a structure of composition C14H30B6F24Li4O4 at a distorted geometry, with ωB97M-V/def2-TZVPD.

Last column: Mulliken charge in e.
Cartesian coordinates (Å):
Li1 -3.804 3.651 -2.973  1.006
Li2 -0.049 -5.066 -1.152  1.003
Li3 -5.480 -0.569 2.665  1.004
Li4 1.520 3.238 1.391  1.003
B1 -1.950 -6.789 -4.985  0.627
F1 -2.172 -5.617 -4.362  -0.387
F2 -1.868 -6.592 -6.367  -0.415
F3 -0.832 -7.333 -4.409  -0.419
F4 -3.159 -7.404 -4.697  -0.407
B2 -5.448 -5.661 1.322  0.574
F5 -6.587 -5.556 0.540  -0.419
F6 -5.604 -6.862 1.911  -0.387
F7 -4.324 -5.650 0.531  -0.395
F8 -5.381 -4.674 2.210  -0.375
B3 -6.228 4.911 1.820  0.596
F9 -7.552 5.193 1.810  -0.385
F10 -5.635 6.055 2.359  -0.419
F11 -6.015 3.739 2.551  -0.426
F12 -5.768 4.796 0.555  -0.369
B4 -7.006 -0.310 -2.793  0.580
F13 -6.828 0.928 -3.351  -0.427
F14 -6.551 -0.223 -1.506  -0.406
F15 -8.308 -0.610 -2.801  -0.373
F16 -6.305 -1.291 -3.406  -0.376
B5 -0.170 6.695 -0.309  0.567
F17 -0.116 8.051 0.037  -0.413
F18 -0.595 6.003 0.741  -0.367
F19 -1.046 6.551 -1.377  -0.418
F20 1.030 6.261 -0.646  -0.373
B6 -0.893 -0.210 0.250  0.563
F21 0.444 -0.107 0.478  -0.411
F22 -1.308 0.829 -0.492  -0.358
F23 -1.172 -1.380 -0.333  -0.361
F24 -1.543 -0.071 1.480  -0.437
C1 -0.422 1.495 -8.287  -0.540
C2 0.783 2.091 -7.727  -0.520
C3 0.271 2.630 -6.325  -0.445
O1 -1.102 2.263 -6.246  -0.372
C4 -1.367 1.164 -7.082  -0.423
H1 -0.224 0.690 -8.994  0.361
H2 -0.938 2.234 -8.900  0.236
H3 1.166 2.947 -8.283  0.285
H4 1.563 1.346 -7.570  0.260
H5 0.494 3.693 -6.416  0.265
H6 0.745 2.195 -5.445  0.319
H7 -2.363 1.232 -7.521  0.255
H8 -1.228 0.297 -6.437  0.317
C5 7.796 3.583 0.013  -0.426
C6 7.904 2.177 -0.311  -0.434
C7 6.686 1.522 0.471  -0.482
O2 5.741 2.599 0.824  -0.342
C8 6.638 3.711 1.026  -0.522
H9 7.459 4.174 -0.839  0.207
H10 8.732 4.001 0.382  0.320
H11 8.879 1.806 0.007  0.258
H12 7.785 1.858 -1.346  0.247
H13 6.982 0.953 1.353  0.273
H14 6.061 0.887 -0.156  0.288
H15 7.032 3.695 2.042  0.265
H16 6.096 4.651 0.926  0.347
C9 1.469 -5.664 5.210  -0.533
C10 2.570 -6.564 4.834  -0.574
C11 2.627 -6.502 3.346  -0.393
O3 1.379 -6.091 2.947  -0.381
C12 0.509 -5.718 4.080  -0.403
H17 1.844 -4.668 5.449  0.250
H18 0.908 -5.920 6.108  0.329
H19 2.242 -7.569 5.098  0.219
H20 3.530 -6.391 5.321  0.374
H21 2.850 -7.525 3.043  0.251
H22 3.462 -5.852 3.086  0.308
H23 -0.267 -6.447 4.311  0.272
H24 0.003 -4.773 3.884  0.282
C13 0.006 1.977 6.823  -0.944
C14 0.061 3.288 6.060  -0.218
O4 1.257 3.525 5.389  -0.511
H25 0.845 1.714 7.468  0.308
H26 0.005 1.133 6.134  0.239
H27 -0.841 1.848 7.497  0.324
H28 -0.055 4.145 6.723  0.267
H29 -0.747 3.317 5.330  0.245
H30 1.879 3.919 6.006  0.292

The value obtained for the calculated total energy is -3429.69532 Eh. The molar mass comes out at 811.0 g/mol. The total charge is -2.

[3]
Computed, not measured: a structure of composition C13H26IO3P at a distorted geometry, with ωB97M-V/def2-TZVPD.

Last column: natural (NBO) charge in e.
Cartesian coordinates (Å):
C1 -7.211 -1.090 -0.643  -0.271
C2 -6.485 -0.490 0.308  -0.336
C3 -5.206 -1.107 0.745  0.764
O1 -4.801 -2.194 0.355  -0.585
O2 -4.508 -0.313 1.603  -0.529
C4 -4.015 -0.994 2.770  -0.064
C5 -2.493 -1.225 2.756  -0.424
C6 -1.817 -0.936 1.410  -0.392
C7 -0.458 -1.657 1.317  -0.388
C8 0.688 -0.740 1.806  -0.402
C9 1.320 -0.040 0.606  -0.708
P1 2.642 1.110 1.059  0.837
C10 3.248 1.811 -0.530  -0.334
O3 3.989 0.778 -1.110  -0.528
C11 4.663 1.166 -2.289  -0.056
C12 3.755 1.671 -3.400  -0.432
C13 4.444 1.639 -4.758  -0.603
H1 -8.051 -0.613 -1.116  0.201
H2 -6.967 -2.093 -0.955  0.216
H3 -6.810 0.432 0.760  0.223
H4 -4.513 -1.953 2.852  0.192
H5 -4.287 -0.391 3.627  0.188
H6 -2.308 -2.261 3.011  0.208
H7 -2.006 -0.598 3.498  0.200
H8 -1.661 0.135 1.321  0.190
H9 -2.440 -1.262 0.588  0.225
H10 -0.449 -2.591 1.863  0.213
H11 -0.280 -1.852 0.264  0.202
H12 1.432 -1.295 2.368  0.232
H13 0.264 0.013 2.466  0.193
H14 0.555 0.533 0.085  0.231
H15 1.717 -0.775 -0.085  0.263
H16 2.089 2.197 1.763  -0.007
H17 3.832 0.369 1.798  0.080
H18 3.830 2.719 -0.367  0.206
H19 2.362 2.045 -1.123  0.192
H20 5.161 0.272 -2.650  0.196
H21 5.446 1.901 -2.087  0.167
H22 3.453 2.694 -3.186  0.195
H23 2.861 1.054 -3.437  0.203
H24 5.156 2.452 -4.850  0.207
H25 4.937 0.692 -4.949  0.207
H26 3.693 1.789 -5.526  0.214
I1 5.233 -1.000 2.061  -0.586

The value obtained for the calculated total energy is -1375.61813 Eh. The molar mass comes out at 388.2 g/mol. The total charge is 0.

[4]
Computed, not measured: a cluster of 3 separate species, C18H38BN3O4S3 in total at a distorted geometry, with ωB97M-V/def2-TZVPD.

Last column: natural (NBO) charge in e.
Cartesian coordinates (Å):
C1 -2.544 -0.522 -0.675  -0.257
C2 -1.971 0.358 -1.265  -0.011
C3 -1.345 1.424 -2.041  -0.485
C4 -0.512 0.927 -3.231  -0.371
C5 0.885 0.451 -2.773  -0.828
B1 1.210 -1.106 -2.860  1.057
C6 2.744 -1.476 -3.000  -0.820
C7 3.395 -1.997 -1.701  -0.400
C8 3.083 -1.117 -0.480  -0.513
S1 4.469 -1.066 0.714  -0.054
C9 0.006 -2.129 -2.806  -0.883
C10 0.299 -3.637 -2.673  0.438
N1 0.766 -3.969 -1.324  -0.866
N2 1.179 -4.146 -3.706  -0.874
N3 -0.971 -4.393 -2.876  -0.866
H1 -3.091 -1.292 -0.190  0.249
H2 -0.698 2.027 -1.403  0.237
H3 -2.140 2.095 -2.371  0.235
H4 -1.050 0.209 -3.843  0.206
H5 -0.361 1.807 -3.860  0.203
H6 1.623 0.908 -3.441  0.228
H7 1.112 0.840 -1.776  0.236
H8 3.296 -0.578 -3.291  0.206
H9 2.926 -2.198 -3.797  0.252
H10 4.476 -1.967 -1.842  0.202
H11 3.155 -3.035 -1.481  0.234
H12 2.262 -1.514 0.113  0.221
H13 2.916 -0.092 -0.801  0.208
H14 5.424 -0.567 -0.083  0.118
H15 -0.646 -2.004 -3.669  0.255
H16 -0.576 -1.849 -1.921  0.257
H17 0.466 -3.265 -0.662  0.354
H18 0.319 -4.841 -1.067  0.375
H19 0.836 -5.029 -4.051  0.377
H20 2.120 -4.232 -3.354  0.371
H21 -1.321 -4.151 -3.798  0.355
H22 -1.656 -4.086 -2.197  0.359
O1 -4.877 1.821 1.481  -0.945
S2 -4.364 0.783 2.339  2.175
O2 -4.323 -0.596 1.908  -0.962
C11 -2.752 1.261 2.928  -0.682
C12 -3.050 2.043 4.205  -0.408
C13 -4.142 1.253 4.946  -0.401
C14 -5.221 0.878 3.917  -0.676
H23 -2.256 1.838 2.164  0.285
H24 -2.192 0.352 3.140  0.241
H25 -2.153 2.165 4.808  0.237
H26 -3.428 3.037 3.952  0.209
H27 -3.705 0.346 5.369  0.207
H28 -4.570 1.824 5.769  0.220
H29 -5.681 -0.083 4.130  0.248
H30 -5.988 1.645 3.831  0.244
O3 -0.452 2.168 1.068  -0.953
S3 0.539 2.147 2.115  2.177
O4 0.200 1.853 3.485  -0.947
C15 1.874 1.079 1.588  -0.678
C16 2.809 2.001 0.813  -0.421
C17 2.897 3.296 1.634  -0.400
C18 1.466 3.685 2.033  -0.676
H31 1.468 0.265 0.990  0.257
H32 2.354 0.686 2.484  0.251
H33 3.786 1.542 0.669  0.245
H34 2.388 2.216 -0.172  0.210
H35 3.494 3.120 2.530  0.212
H36 3.377 4.097 1.074  0.226
H37 1.424 4.172 3.004  0.252
H38 0.992 4.315 1.283  0.248

The SMILES is C#CCCCB(CCCS)CC(N)(N)N.O=S1(=O)CCCC1.O=S1(=O)CCCC1. The value obtained for the calculated total energy is -2393.21410 Eh. The molar mass comes out at 467.5 g/mol. The total charge is 0.

[5]
Computed, not measured: a structure of composition C8H10BrNO2 at a distorted geometry, with ωB97M-V/def2-TZVPD.

Last column: natural (NBO) charge in e.
Cartesian coordinates (Å):
C1 0.928 -3.414 -0.094  -0.232
C2 0.698 -2.544 -1.094  -0.227
C3 0.980 -2.791 1.212  -0.277
C4 0.538 -1.154 -0.736  -0.048
C5 -0.923 2.737 3.156  1.044
C6 0.786 -1.493 1.205  -0.115
C7 0.297 -0.262 -1.830  -0.185
C8 0.048 1.199 -1.640  -0.277
N1 -0.993 1.468 -0.639  -0.787
O1 -1.015 3.599 3.896  -0.493
O2 -0.823 1.851 2.435  -0.551
Br1 -1.316 4.428 0.147  -0.405
H1 1.063 -4.474 -0.226  0.218
H2 0.632 -2.859 -2.124  0.209
H3 1.165 -3.367 2.107  0.234
H4 0.749 -0.677 1.888  0.217
H5 0.265 -0.701 -2.811  0.214
H6 -0.250 1.668 -2.582  0.209
H7 0.961 1.698 -1.289  0.220
H8 -1.878 1.068 -0.941  0.378
H9 -1.171 3.004 -0.276  0.262
H10 -0.742 1.016 0.238  0.394

As for the energy relative to the best compared isomer or geometry (same formula, charge and spin): 34.2 kJ/mol. The value obtained for the calculated total energy is -3089.99511 Eh. The molar mass comes out at 232.1 g/mol. The total charge is 0.

| no. | highest occupied orbital energy (eV) |
| --- | --- |
| 1 | -12.0 |
| 2 | -6.0 |
| 3 | -7.6 |
| 4 | -9.2 |
| 5 | -8.6 |